{"formula": "C4H13N2P", "method": "the ωB97M-V functional and the def2-TZVPD basis", "species": ["C", "C", "C", "C", "N", "N", "P", "H", "H", "H", "H", "H", "H", "H", "H", "H", "H", "H", "H", "H"], "xyz": [[0.311, 1.154, -0.997], [1.829, -0.307, 0.469], [0.591, -1.347, -1.347], [0.590, -0.217, -0.318], [-2.221, -0.433, 0.320], [-0.834, 1.051, 1.809], [-0.836, -0.589, 1.271], [-0.766, 1.386, -1.412], [0.532, 2.042, -0.390], [0.983, 1.076, -1.871], [1.916, -1.362, 0.874], [1.792, 0.305, 1.451], [2.696, 0.103, -0.005], [0.944, -2.372, -1.248], [-0.510, -1.333, -1.611], [1.145, -0.855, -2.197], [-3.079, 0.105, 0.717], [-2.699, -1.347, 0.235], [-1.372, 1.839, 1.396], [-1.012, 1.102, 2.853]], "mulliken_charge": [-1.56, -1.59, -1.25, 1.23, -0.59, -0.56, 0.18, 0.25, 0.36, 0.48, 0.36, 0.37, 0.39, 0.31, 0.34, 0.27, 0.26, 0.25, 0.24, 0.24], "lumo_energy_ev": 0.95, "smiles": "CC(C)(C)P(N)N", "de_lowest_kcal_mol": 11.1, "e_homo_ev": -7.76, "e_tot_ev": -16626.789, "total_charge": 0}

---

{"formula": "C4H13N2S", "method": "the ωB97M-V functional and the def2-TZVPD basis", "species": ["N", "C", "C", "C", "S", "C", "N", "H", "H", "H", "H", "H", "H", "H", "H", "H", "H", "H", "H", "H"], "xyz": [[-0.399, 1.286, -0.603], [0.332, 0.362, 0.290], [0.455, -1.079, -0.268], [1.096, -1.019, -1.660], [1.423, -2.774, -2.331], [-0.488, 0.380, 1.648], [-1.360, 1.637, 1.819], [0.425, 1.777, -1.114], [-0.830, 1.943, 0.150], [-1.099, 0.893, -1.218], [1.347, 0.715, 0.388], [-0.539, -1.675, -0.162], [1.229, -1.498, 0.465], [2.124, -0.717, -1.553], [0.384, -0.557, -2.379], [0.157, -2.989, -2.125], [-1.318, -0.336, 1.589], [0.221, 0.088, 2.489], [-2.304, 1.339, 2.125], [-0.855, 2.223, 2.450]], "mulliken_spin": [1.18, 0.97, 0.17, 0.37, 0.05, -0.30, 0.09, -0.34, -0.49, -0.61, 0.49, -0.09, 0.00, -0.17, -0.19, -0.01, 0.00, 0.06, -0.08, -0.10], "multiplicity": 2, "lumo_energy_ev": [0.73, 0.49], "de_lowest_kcal_mol": 69.7, "e_homo_ev": [-3.24, -9.11], "e_tot_ev": -18169.945, "total_charge": 0}

---

{"formula": "C4H13N2S", "method": "the ωB97M-V functional and the def2-TZVPD basis", "species": ["C", "N", "C", "C", "S", "C", "N", "H", "H", "H", "H", "H", "H", "H", "H", "H", "H", "H", "H", "H"], "xyz": [[-1.241, -1.032, -0.739], [-0.191, -0.199, -0.257], [-0.513, 0.501, 0.989], [0.692, 0.974, 1.817], [2.166, -0.138, 1.647], [-2.049, -0.300, -1.836], [-1.044, 0.243, -2.840], [-1.884, -1.392, 0.056], [-0.729, -1.831, -1.285], [0.808, -0.170, -0.321], [-1.085, -0.194, 1.605], [-1.208, 1.341, 0.850], [1.148, 1.908, 1.513], [0.425, 0.913, 2.866], [1.733, -1.164, 2.392], [-2.555, 0.570, -1.430], [-2.652, -0.983, -2.427], [-1.281, 0.759, -3.730], [-0.312, -0.481, -3.014], [-0.527, 1.009, -2.351]], "mulliken_spin": [0.17, -0.07, 0.06, 0.01, 0.03, 0.38, 2.58, 0.01, -0.14, -0.09, 0.00, 0.00, 0.00, 0.00, 0.00, -0.15, -0.24, -0.91, -0.36, -0.28], "multiplicity": 2, "lumo_energy_ev": [0.69, 0.65], "de_lowest_kcal_mol": 66.6, "e_homo_ev": [-3.41, -8.91], "e_tot_ev": -18170.080, "total_charge": 0}

---

{"formula": "C4H13N2S", "method": "the ωB97M-V functional and the def2-TZVPD basis", "species": ["N", "C", "C", "C", "S", "C", "N", "H", "H", "H", "H", "H", "H", "H", "H", "H", "H", "H", "H", "H"], "xyz": [[1.406, 0.261, 1.302], [0.207, 0.298, 0.405], [-0.427, -1.091, 0.263], [-1.845, -0.974, -0.277], [-2.554, -2.559, -0.759], [0.731, 0.831, -0.937], [1.545, 2.014, -0.700], [1.157, 0.196, 2.292], [1.888, 1.166, 1.149], [2.045, -0.506, 1.090], [-0.511, 0.993, 0.842], [-0.479, -1.581, 1.236], [0.238, -1.695, -0.356], [-1.903, -0.292, -1.117], [-2.468, -0.547, 0.505], [-3.574, -2.604, 0.107], [1.267, 0.061, -1.500], [-0.153, 1.085, -1.538], [2.401, 2.070, -1.232], [1.026, 2.875, -0.776]], "mulliken_charge": [-0.21, -0.18, -0.66, -0.77, -0.20, -0.65, -0.56, 0.37, 0.41, 0.34, 0.25, 0.38, 0.44, 0.28, 0.39, 0.16, 0.45, 0.35, 0.20, 0.22], "lumo_energy_ev": -3.31, "smiles": "NC[C@H]([NH3+])CCS", "de_lowest_kcal_mol": 10.2, "e_homo_ev": -12.24, "e_tot_ev": -18168.052, "total_charge": 1}

---

Computed max |F|, in the same sequence as the records: 0.086 0.059 0.070 0.021 Eh/bohr.